1.
{
  "formula": "C25H73NO12S11",
  "method": "wB97M-V/def2-TZVPD",
  "spin_multiplicity": 2,
  "largest_force_ev_per_a": 2.93,
  "gap_ev": [1.66, 8.17],
  "s_squared": 0.751,
  "charge": -1,
  "elements": ["S", "S", "S", "S", "S", "S", "S", "S", "S", "S", "S", "O", "O", "O", "O", "O", "O", "O", "O", "O", "O", "O", "O", "N", "C", "C", "C", "C", "C", "C", "C", "C", "C", "C", "C", "C", "C", "C", "C", "C", "C", "C", "C", "C", "C", "C", "C", "C", "C", "H", "H", "H", "H", "H", "H", "H", "H", "H", "H", "H", "H", "H", "H", "H", "H", "H", "H", "H", "H", "H", "H", "H", "H", "H", "H", "H", "H", "H", "H", "H", "H", "H", "H", "H", "H", "H", "H", "H", "H", "H", "H", "H", "H", "H", "H", "H", "H", "H", "H", "H", "H", "H", "H", "H", "H", "H", "H", "H", "H", "H", "H", "H", "H", "H", "H", "H", "H", "H", "H", "H", "H", "H"],
  "xyz": [[-3.899, -1.674, 3.135], [-0.369, -4.005, -5.627], [2.983, -3.985, -0.625], [4.893, -1.234, 3.389], [1.153, 1.177, -5.495], [1.212, -4.379, 4.396], [-0.890, -0.886, 0.426], [-3.996, -0.948, -3.636], [3.442, 2.143, -0.638], [-4.323, 4.744, -2.691], [-0.762, 5.222, -0.746], [0.223, -0.952, 1.428], [1.734, -4.001, -1.465], [3.276, 1.256, -1.876], [5.374, -0.622, 2.067], [-0.206, -4.669, 3.853], [0.821, 0.790, -6.897], [-2.969, 0.177, -3.806], [-3.756, 5.108, -4.077], [0.435, 3.486, 2.473], [-3.853, -0.747, 1.941], [0.089, -5.479, -5.679], [-0.349, 6.216, 0.314], [0.956, 1.933, 4.120], [-5.915, 3.980, -3.112], [-0.823, 5.991, -2.402], [-0.170, 2.212, -4.732], [-3.500, 3.182, -2.186], [-0.626, -3.587, -3.842], [1.408, -4.723, 6.244], [-3.773, -3.405, 2.414], [5.970, -0.628, 4.766], [3.362, -0.268, 3.835], [3.719, -2.378, -0.831], [-5.662, -0.214, -3.564], [5.152, 1.812, -0.162], [2.526, 3.698, 3.631], [2.618, 1.412, 0.859], [1.218, -2.531, 4.753], [1.133, 3.037, 3.373], [0.953, -0.313, -4.425], [2.512, -3.521, 1.095], [0.782, 4.292, -1.165], [-1.755, 0.813, 0.388], [-3.852, -1.560, -1.892], [-0.183, -0.555, -1.264], [-2.215, -4.092, -6.044], [-2.252, -1.677, 3.923], [-0.154, 1.077, 4.028], [5.775, 2.478, -0.759], [-3.414, 2.517, -3.045], [-2.602, -3.079, -6.157], [-2.458, -4.582, -6.987], [-1.145, 1.758, -4.907], [3.024, -0.800, 4.725], [5.395, 0.768, -0.356], [-6.443, -0.956, -3.399], [2.273, -4.196, 6.647], [-0.176, 0.464, 4.929], [1.685, 4.875, -0.982], [0.414, -3.478, -3.534], [4.460, -2.209, -0.050], [5.397, 1.833, 0.900], [-1.024, 1.609, 0.241], [-5.905, 0.242, -4.523], [-2.351, -2.519, 4.607], [2.002, -2.305, 5.477], [1.890, -4.310, 1.517], [3.504, 0.802, 3.985], [-1.389, -1.905, 3.297], [-6.615, 4.769, -3.385], [-1.150, -2.662, -3.604], [0.097, 6.431, -2.785], [-1.168, -4.380, -3.328], [2.679, -0.536, 3.029], [-0.796, 0.108, -1.874], [-3.552, -4.139, 3.188], [-0.018, 0.422, 3.167], [-2.600, 0.968, -0.283], [-1.149, 1.519, 3.978], [-5.743, 0.614, -2.860], [-0.255, 3.248, -5.058], [1.419, -2.063, 3.789], [0.794, -0.085, -1.147], [2.041, -2.539, 1.135], [2.870, -1.697, -0.779], [6.080, 0.446, 4.615], [-2.734, -4.558, -5.207], [-0.103, -0.561, -4.312], [2.958, 4.209, 2.771], [-1.143, 5.323, -3.201], [1.471, -5.776, 6.517], [-2.156, 0.957, 1.392], [2.247, 4.491, 4.325], [6.904, -1.182, 4.665], [0.864, 3.407, -0.533], [0.529, -4.328, 6.756], [3.196, 3.047, 4.194], [-4.784, -3.586, 2.049], [1.341, -1.149, -5.007], [-3.020, -3.492, 1.630], [-6.414, 3.520, -2.260], [-3.971, 2.782, -1.288], [-2.918, -2.100, -1.734], [1.578, 1.740, 0.871], [1.514, -0.278, -3.491], [-3.971, -0.758, -1.164], [-2.516, 3.397, -1.769], [0.040, 2.386, -3.676], [3.085, 1.729, 1.791], [0.903, 3.932, -2.186], [0.236, -2.169, 5.057], [-4.614, -2.305, -1.666], [3.357, -3.508, 1.784], [4.380, -2.333, -1.696], [-5.964, 3.141, -3.806], [5.479, -0.815, 5.721], [1.580, 1.773, 4.898], [-1.463, 6.873, -2.395], [2.622, 0.324, 0.801], [0.018, -1.526, -1.716], [-2.070, -0.763, 4.489]],
  "lowdin_charge": [0.85, 0.86, 0.85, 0.68, 0.83, 0.77, 0.86, 0.84, 0.84, 0.85, 0.83, -0.58, -0.57, -0.58, -0.60, -0.61, -0.57, -0.58, -0.58, 0.02, -0.61, -0.59, -0.55, 0.01, -0.29, -0.28, -0.25, -0.26, -0.27, -0.28, -0.23, -0.27, -0.28, -0.28, -0.26, -0.26, -0.02, -0.23, -0.28, -0.55, -0.24, -0.27, -0.26, -0.22, -0.23, -0.24, -0.24, -0.28, -0.13, 0.04, 0.04, 0.03, 0.04, 0.04, -0.02, 0.05, 0.05, 0.02, 0.06, 0.06, 0.02, 0.04, 0.04, 0.04, 0.05, 0.04, -0.01, 0.03, 0.03, 0.03, 0.04, 0.02, 0.05, 0.06, 0.02, 0.04, 0.05, 0.05, 0.03, 0.09, 0.04, 0.05, 0.01, 0.03, 0.02, 0.04, 0.04, 0.04, 0.03, 0.08, 0.03, 0.03, 0.02, 0.07, 0.03, 0.00, 0.04, 0.04, 0.03, 0.04, 0.05, 0.04, 0.05, 0.03, 0.02, 0.03, 0.04, 0.00, 0.03, 0.03, 0.04, 0.04, 0.05, 0.04, 0.06, 0.05, 0.00, 0.08, 0.05, 0.03, 0.02, 0.03]
}

2.
{
  "formula": "C25H74N10O10",
  "method": "wB97M-V/def2-TZVPD",
  "spin_multiplicity": 1,
  "largest_force_ev_per_a": 4.22,
  "gap_ev": 9.13,
  "elements": ["O", "O", "O", "O", "O", "O", "O", "O", "O", "O", "N", "N", "N", "N", "N", "N", "N", "N", "N", "N", "C", "C", "C", "C", "C", "C", "C", "C", "C", "C", "C", "C", "C", "C", "C", "C", "C", "C", "C", "C", "C", "C", "C", "C", "C", "H", "H", "H", "H", "H", "H", "H", "H", "H", "H", "H", "H", "H", "H", "H", "H", "H", "H", "H", "H", "H", "H", "H", "H", "H", "H", "H", "H", "H", "H", "H", "H", "H", "H", "H", "H", "H", "H", "H", "H", "H", "H", "H", "H", "H", "H", "H", "H", "H", "H", "H", "H", "H", "H", "H", "H", "H", "H", "H", "H", "H", "H", "H", "H", "H", "H", "H", "H", "H", "H", "H", "H", "H", "H"],
  "xyz": [[-3.555, 0.321, -2.417], [-0.059, -2.681, 0.537], [3.368, -1.256, 0.335], [-0.197, 2.055, 0.557], [-2.696, 2.685, -0.568], [0.325, -3.711, -3.960], [-0.012, -1.435, 4.162], [-0.791, 2.377, 4.993], [0.285, 1.938, -3.431], [2.992, 4.144, 4.242], [-2.477, 0.372, 3.779], [-0.068, 0.230, -0.592], [3.706, -4.018, 1.226], [0.419, -4.102, -6.640], [-1.362, -1.160, 5.922], [-1.688, -2.321, 2.000], [2.204, 3.002, -1.569], [-2.010, -3.823, 0.259], [0.632, 0.319, 1.691], [0.844, -1.837, 6.276], [-4.091, 4.444, -1.320], [-0.222, 2.742, 6.220], [-3.307, -0.652, -1.426], [2.497, -4.619, -5.474], [2.518, 4.981, 3.149], [1.673, 4.256, 2.137], [1.822, 3.671, -2.870], [-2.706, 3.981, -1.199], [-0.175, -1.456, 5.364], [-1.204, -2.954, 0.939], [0.244, 0.616, -4.026], [1.112, -5.043, -5.737], [-2.207, 2.628, 4.847], [2.850, 4.591, -3.474], [3.444, -4.751, -1.096], [-2.900, 1.838, 3.755], [-0.442, -3.547, -2.739], [0.143, 0.889, 0.539], [3.891, -3.619, -0.133], [0.273, -5.034, -4.432], [1.476, 2.558, -3.831], [-4.544, -1.490, -1.183], [3.248, -2.290, -0.612], [-4.398, 2.118, 3.872], [3.157, -0.040, -0.351], [3.848, 4.136, -3.356], [3.988, 0.213, -1.043], [0.093, -3.785, -1.792], [-0.610, 0.048, -3.662], [-0.529, 3.811, 6.541], [0.307, -3.254, -6.168], [-0.714, 0.582, -1.200], [-5.285, -0.726, -0.979], [0.870, 2.678, 6.133], [-4.859, -2.052, -2.064], [-4.459, 4.312, -0.253], [0.918, 4.251, -2.764], [2.143, -2.504, -0.727], [-1.933, -0.415, 5.507], [1.309, 3.000, -4.883], [2.550, -3.651, -5.078], [3.660, -1.995, -1.572], [-4.753, 2.000, 4.946], [2.382, 3.599, -0.795], [3.139, -5.259, -4.871], [1.768, -1.779, 5.886], [-0.014, -0.771, -0.516], [2.334, 1.863, -3.839], [1.485, 2.301, -1.279], [-1.726, -3.966, -0.692], [2.267, -0.118, -0.934], [1.226, 4.980, 1.357], [-2.333, 3.689, 4.608], [2.852, 5.558, -2.926], [3.389, 5.555, 2.771], [2.012, 5.762, 3.703], [2.461, -5.205, -0.908], [1.120, 0.085, -3.735], [-4.958, 1.384, 3.239], [-2.784, -0.002, 2.909], [0.893, 0.999, 2.410], [-2.675, 2.282, 2.755], [3.862, -3.240, 1.844], [2.991, -4.550, -6.467], [3.538, 3.409, 3.887], [-0.416, -4.571, -7.027], [1.132, -0.578, 1.643], [-1.415, -4.134, -2.735], [-4.414, -2.168, -0.297], [4.104, -5.620, -0.962], [-1.864, 2.549, -0.093], [-3.516, 1.223, -2.032], [0.809, 3.785, 2.641], [-2.976, -0.216, -0.503], [-1.003, -1.966, 2.694], [-1.389, -1.224, 6.910], [0.125, 0.729, -5.139], [0.968, -5.983, -6.240], [-4.658, 3.072, 3.396], [-2.144, 3.940, -2.107], [-2.719, 2.545, 5.800], [0.649, -5.706, -3.644], [-2.184, 4.717, -0.568], [-2.548, -2.589, 2.459], [-3.016, -3.922, 0.556], [-2.590, -1.219, -1.976], [2.704, -4.366, 1.384], [-0.768, -5.321, -4.673], [3.092, 0.751, 0.421], [3.402, -4.506, -2.140], [2.249, 3.496, 1.657], [4.944, -3.431, -0.350], [-4.729, 3.836, -1.931], [-1.470, 0.412, 3.678], [-4.222, 5.513, -1.478], [2.677, 4.911, -4.531], [0.651, -1.633, 7.222], [-0.520, 2.029, 6.993], [-0.728, -2.503, -2.738]],
  "lowdin_charge": [-0.09, -0.03, -0.19, 0.00, -0.11, -0.21, 0.00, -0.21, -0.20, -0.11, 0.06, 0.22, 0.04, 0.04, 0.16, 0.18, 0.08, 0.17, 0.20, 0.15, -0.10, -0.12, -0.35, -0.07, -0.32, -0.10, -0.43, -0.32, -0.63, -0.67, -0.08, -0.42, -0.20, -0.08, -0.06, -0.40, -0.09, -0.68, -0.44, -0.22, -0.26, -0.08, -0.22, -0.07, -0.14, 0.08, 0.10, 0.07, 0.07, 0.12, 0.04, 0.06, 0.07, 0.08, 0.08, 0.10, 0.12, 0.12, 0.07, 0.15, 0.06, 0.12, 0.10, 0.04, 0.08, 0.10, 0.08, 0.13, 0.06, 0.05, 0.04, 0.11, 0.13, 0.08, 0.11, 0.10, 0.07, 0.07, 0.08, 0.05, 0.11, 0.14, 0.06, 0.09, 0.09, 0.09, 0.10, 0.10, 0.06, 0.08, 0.03, 0.07, 0.07, 0.10, 0.07, 0.08, 0.11, 0.13, 0.08, 0.10, 0.11, 0.13, 0.12, 0.11, 0.12, 0.08, 0.11, 0.12, 0.09, 0.05, 0.04, 0.13, 0.07, 0.04, 0.08, 0.09, 0.07, 0.07, 0.06]
}

E_tot (eV)
-172345.665, -62500.456
Molecular weight (g mol⁻¹)
932.59, 674.93